1 | Molecular formula: CH2BrNO
Method: DFT, the ωB97M-V functional and the def2-TZVPD basis

The geometry in XYZ format:
```
6
Properties=species:S:1:pos:R:3:nbo_charge:R:1
C -0.54466 -0.44731 0.03629 0.562
N 0.92041 0.36172 -0.33500 -0.827
Br -1.97247 0.74669 0.04790 0.037
H 0.71551 1.20393 0.04926 0.359
O -0.68378 -1.60972 0.09236 -0.505
H 1.56498 -0.25531 0.10920 0.375
```

The calculation puts the HOMO-LUMO gap at 11.224 eV. The calculation puts the HOMO energy at -10.73 eV. As for the LUMO energy: 0.50 eV.



2 | Molecular formula: CH2BrNO
Method: DFT, the ωB97M-V functional and the def2-TZVPD basis

The geometry in XYZ format:
```
6
Properties=species:S:1:pos:R:3:nbo_charge:R:1
H 1.23223 0.07340 -0.81969 0.434
H 1.04508 -1.27189 0.04690 0.407
C -0.50044 0.21156 0.21053 0.361
O -0.52179 1.78977 -0.30700 -0.718
N 0.61196 -0.36386 -0.14375 -0.748
Br -1.86703 -0.43897 1.01302 0.265
```

The calculation puts the HOMO-LUMO gap at 9.267 eV. The calculation puts the HOMO energy at -8.96 eV. As for the LUMO energy: 0.30 eV.



What is the least stable structure shown above? It is 2.